No. 1
Below is a 3-piece molecular cluster, CHF2IO overall, with properties calculated with ωB97M-V/def2-TZVPD.

```
6
CHF2IO, DFT ωB97M-V/def2-TZVPD
F -0.15 1.01 2.41
O 0.11 0.80 -0.94
C -0.38 1.41 -0.08
H -0.94 1.33 3.32
F -1.35 1.03 0.68
I 0.53 3.38 0.50
```

Summary:
- DFT total energy (eV) = -16633.957
- lowest unoccupied orbital energy (eV) = -0.65
- Kohn-Sham gap (Eh) = 0.34311
- largest force on an atom (Eh/bohr) = 0.148
- relative energy (zero: lowest compared OMol25 entry of this formula, charge and spin) (eV) = 2.3486
- HOMO level (eV) = -10.0

Per-atom Löwdin charges, elementary charge units: F -0.3093; O 0.0875; C -0.8928; H 0.3343; F 0.0318; I 0.7485

No. 2
Below is the molecule CHF2NO3, with properties calculated with ωB97M-V/def2-TZVPD.

```
8
CHF2NO3, DFT ωB97M-V/def2-TZVPD
C -1.05 -0.38 0.25
N 0.16 0.38 -0.13
O -1.58 -1.08 -0.50
F -1.43 -0.09 1.44
O 0.98 -0.62 -0.57
F 1.16 0.88 1.01
H 1.94 -0.41 -0.66
O -0.19 1.31 -0.83
```

Summary:
- DFT total energy (eV) = -14115.005
- lowest unoccupied orbital energy (eV) = -0.26
- Kohn-Sham gap (Eh) = 0.43034
- SMILES = O=C(F)[N@+]([O-])(O)F
- largest force on an atom (Eh/bohr) = 0.049
- relative energy (zero: lowest compared OMol25 entry of this formula, charge and spin) (eV) = 3.2416
- HOMO level (eV) = -12.0

Per-atom Löwdin charges, elementary charge units: C -0.4682; N -0.3322; O 0.2792; F 0.2461; O 0.0871; F -0.0888; H 0.1596; O 0.1173

No. 3
Below is the molecule CHF2NO3, with properties calculated with ωB97M-V/def2-TZVPD.

```
8
CHF2NO3, DFT ωB97M-V/def2-TZVPD
N -1.41 -1.95 -0.99
H -0.02 -0.77 1.16
O -1.18 -2.30 -2.11
F -2.21 -0.08 0.19
C -1.26 -0.50 -0.61
O 0.17 -0.57 0.29
O -1.62 -2.66 -0.04
F -1.13 0.24 -1.70
```

Summary:
- DFT total energy (eV) = -14116.372
- lowest unoccupied orbital energy (eV) = -0.84
- Kohn-Sham gap (Eh) = 0.41412
- SMILES = O=[N+]([O-])C(O)(F)F
- largest force on an atom (Eh/bohr) = 0.145
- relative energy (zero: lowest compared OMol25 entry of this formula, charge and spin) (eV) = 1.8744
- HOMO level (eV) = -12.1

Per-atom Löwdin charges, elementary charge units: N -0.3313; H 0.0161; O 0.1494; F 0.1967; C -0.3940; O 0.0378; O 0.1226; F 0.2026

No. 4
Below is a 2-piece molecular cluster, CHF2O3 overall, with properties calculated with ωB97M-V/def2-TZVPD.

```
7
CHF2O3, DFT ωB97M-V/def2-TZVPD
C -0.10 0.30 0.26
H -1.95 0.10 -0.58
F 0.62 1.24 0.71
F 0.47 -0.29 -1.59
O 1.64 -0.94 0.86
O 0.60 -0.95 0.24
O -1.29 0.54 0.09
```

Summary:
- DFT total energy (eV) = -12612.603
- lowest unoccupied orbital energy (spin up / spin down) (eV) = -10.35 / -10.34
- Kohn-Sham gap (spin up / spin down) (Eh) = 0.30489 / 0.30462
- largest force on an atom (Eh/bohr) = 0.074
- relative energy (zero: lowest compared OMol25 entry of this formula, charge and spin) (eV) = 3.5753
- net charge = +1
- HOMO level (spin up / spin down) (eV) = -18.6 / -18.6

Per-atom Löwdin charges, elementary charge units: C -0.3578; H 0.2918; F 0.3492; F -0.0933; O 0.3038; O 0.1435; O 0.3628

No. 5
Below is CHF3HgNO4S2 as an isolated structure, with properties calculated with ωB97M-V/def2-TZVPD.

```
13
CHF3HgNO4S2, DFT ωB97M-V/def2-TZVPD
O -2.59 -1.98 1.02
N 1.95 -0.22 0.23
H -3.42 -2.09 0.55
Hg -0.90 -1.83 0.30
F -0.20 1.82 0.82
S 1.53 -1.60 1.16
S 1.00 0.23 -0.92
F 1.43 2.73 -0.27
F -0.47 2.40 -1.24
O -0.30 -0.54 -1.04
O -0.06 -1.35 1.95
O 1.63 0.52 -2.21
C 0.40 1.91 -0.37
```

Summary:
- DFT total energy (eV) = -44727.322
- lowest unoccupied orbital energy (eV) = 3.17
- Kohn-Sham gap (Eh) = 0.24998
- largest force on an atom (Eh/bohr) = 0.149
- relative energy (zero: lowest compared OMol25 entry of this formula, charge and spin) (eV) = 0.8915
- net charge = -1
- HOMO level (eV) = -3.6

These are the Löwdin partial charges, in e, on atoms 1 to 8: O -0.5367; N -0.5956; H -0.0649; Hg 1.0619; F 0.1366; S 0.6451; S 0.5597; F 0.1300

No. 6
Below is CHF3InO3S as an isolated structure, with properties calculated with ωB97M-V/def2-TZVPD.

```
10
CHF3InO3S, DFT ωB97M-V/def2-TZVPD
F -2.24 -2.37 0.64
F -0.87 2.14 0.97
In 3.27 -0.95 2.54
S 1.46 0.98 0.90
C -0.38 0.86 1.29
F -1.01 0.12 0.28
H -1.95 -1.82 1.47
O 2.11 0.53 2.25
O -0.67 0.40 2.48
O 1.73 2.48 0.81
```

Summary:
- DFT total energy (eV) = -31357.773
- lowest unoccupied orbital energy (eV) = 2.29
- Kohn-Sham gap (Eh) = 0.23776
- largest force on an atom (Eh/bohr) = 0.089
- relative energy (zero: lowest compared OMol25 entry of this formula, charge and spin) (eV) = 0.2812
- net charge = -1
- HOMO level (eV) = -4.2

These are the Löwdin partial charges, in e, on atoms 1 to 8: F -0.1972; F -0.0423; In 0.7501; S 0.7586; C -0.8552; F -0.0522; H 0.1604; O -0.8326

No. 7
Below is a 2-piece molecular cluster, CHF3N3 overall, with properties calculated with ωB97M-V/def2-TZVPD.

```
8
CHF3N3, DFT ωB97M-V/def2-TZVPD
N 0.30 -0.24 0.28
N -0.32 -1.37 0.24
H -0.05 0.50 -0.19
F 1.82 0.03 -0.93
N -0.87 -2.18 -0.90
C -0.21 -2.80 0.03
F 0.91 0.05 1.41
F 0.26 -3.80 0.54
```

Summary:
- spin multiplicity = 3
- DFT total energy (eV) = -13655.762
- lowest unoccupied orbital energy (spin up / spin down) (eV) = -5.59 / -9.36
- Kohn-Sham gap (spin up / spin down) (Eh) = 0.35971 / 0.31985
- largest force on an atom (Eh/bohr) = 0.095
- relative energy (zero: lowest compared OMol25 entry of this formula, charge and spin) (eV) = 0.0000
- net charge = +1
- HOMO level (spin up / spin down) (eV) = -15.4 / -18.1

Per-atom Löwdin charges, elementary charge units: N -0.0249; N 0.1378; H 0.1586; F 0.0122; N 0.3879; C -0.2100; F 0.1502; F 0.3883

No. 8
Below is a 2-piece molecular cluster, CHF3O overall, with properties calculated with ωB97M-V/def2-TZVPD.

```
6
CHF3O, DFT ωB97M-V/def2-TZVPD
F -2.83 -0.93 0.70
F -2.87 1.15 0.47
C -3.38 0.09 0.02
H -0.02 0.84 -0.53
F 0.16 0.35 -1.28
O -4.10 -0.04 -0.89
```

Summary:
- DFT total energy (eV) = -11253.203
- lowest unoccupied orbital energy (eV) = 0.44
- Kohn-Sham gap (Eh) = 0.49299
- SMILES = O=C(F)F.F
- largest force on an atom (Eh/bohr) = 0.060
- relative energy (zero: lowest compared OMol25 entry of this formula, charge and spin) (eV) = 0.3612
- HOMO level (eV) = -13.0

Per-atom Löwdin charges, elementary charge units: F 0.1427; F 0.2332; C -0.6070; H 0.0609; F -0.0568; O 0.2270

No. 9
Below is a 2-piece molecular cluster, CHF3O2P overall, with properties calculated with ωB97M-V/def2-TZVPD.

```
8
CHF3O2P, DFT ωB97M-V/def2-TZVPD
F -1.26 0.35 1.37
H 1.15 -0.43 -1.36
F -1.56 0.42 -0.78
O 1.06 1.72 -0.41
F -1.56 -2.10 0.12
O 1.87 -0.32 0.99
C -0.75 0.06 0.15
P 1.06 0.30 -0.08
```

Summary:
- DFT total energy (eV) = -22590.194
- lowest unoccupied orbital energy (spin up / spin down) (eV) = 2.76 / 2.76
- Kohn-Sham gap (spin up / spin down) (Eh) = 0.33661 / 0.33667
- largest force on an atom (Eh/bohr) = 0.087
- relative energy (zero: lowest compared OMol25 entry of this formula, charge and spin) (eV) = 4.0908
- net charge = -1
- HOMO level (spin up / spin down) (eV) = -6.4 / -6.4

Per-atom Löwdin charges, elementary charge units: F 0.0900; H 0.0442; F 0.1521; O -0.3711; F -0.5458; O -0.3795; C -0.2897; P 0.2997

No. 10
Below is an isolated ion of composition CHF3O2P and charge -1, with properties calculated with ωB97M-V/def2-TZVPD.

```
8
CHF3O2P, DFT ωB97M-V/def2-TZVPD
P 0.88 0.54 0.04
H 1.62 -0.57 -0.32
C -0.83 -0.35 0.06
F -2.04 0.32 0.02
O 1.09 1.12 1.37
O 1.06 1.26 -1.26
F -0.85 -1.12 -1.02
F -0.93 -1.20 1.11
```

Summary:
- DFT total energy (eV) = -22592.856
- lowest unoccupied orbital energy (eV) = 4.34
- Kohn-Sham gap (Eh) = 0.35157
- SMILES = O=[P@H]([O-])C(F)(F)F
- largest force on an atom (Eh/bohr) = 0.031
- relative energy (zero: lowest compared OMol25 entry of this formula, charge and spin) (eV) = 1.4293
- net charge = -1
- HOMO level (eV) = -5.2

Per-atom Löwdin charges, elementary charge units: P 0.3422; H 0.0135; C -0.6520; F 0.0457; O -0.4075; O -0.4441; F 0.0524; F 0.0500